Below is a 3-piece molecular cluster, C3H10O3S2 overall in a non-equilibrium geometry, with properties calculated with wB97M-V/def2-TZVPD.

Cartesian coordinates (Å):
H1 -3.197 -0.736 -1.134
H2 -3.184 2.299 0.842
O1 -2.267 2.187 0.587
C1 1.581 -0.843 0.605
H3 -2.195 1.718 -0.247
S1 2.541 0.349 1.615
H4 0.545 -0.708 0.889
H5 0.089 -1.850 -1.496
H6 -3.240 -0.183 0.337
O2 1.516 -1.699 -2.898
C2 1.806 -0.510 -0.869
H7 2.841 -0.441 -1.177
O3 -3.361 0.041 -0.591
H8 0.904 2.159 2.477
S2 1.287 1.040 3.077
C3 1.064 -1.436 -1.814
H9 2.001 -1.818 0.838
H10 1.271 0.431 -1.040

Properties
**HOMO-LUMO gap**: 9.406 eV
**Net charge**: 0
**Calculated total energy**: -31085.55461 eV
**ΔE to the lowest compared entry with this formula, charge and spin**: 59.8 kJ/mol
**SMILES**: O=CCCSS.O.O
**2S+1**: 1

Taken from the Mulliken analysis, the atomic charges in e are: H 0.30; H 0.30; O -0.65; C -0.60; H 0.36; S -0.09; H 0.34; H 0.35; H 0.35; O -0.48; C -0.37; H 0.35; O -0.65; H 0.17; S -0.21; C -0.06; H 0.35; H 0.25

***

Below is a 3-piece molecular cluster, C11H19FN2O6S3 overall in a non-equilibrium geometry, with properties calculated with wB97M-V/def2-TZVPD.

Cartesian coordinates (Å):
H1 -1.677 6.982 0.578
H2 -2.294 -6.508 -2.049
O1 2.771 1.368 1.599
S1 2.482 0.608 3.007
H3 -2.238 -5.249 0.099
N1 0.759 -4.371 0.434
C1 -1.701 6.070 -0.020
C2 -2.910 5.236 0.418
C3 -1.437 -5.875 -1.813
H4 -1.683 -4.676 -3.596
H5 -2.491 -4.012 -2.174
C4 -1.596 -4.533 -2.519
H6 0.454 5.957 -0.153
H7 -0.736 -3.885 -2.341
C5 0.640 -1.207 0.581
H8 -0.356 4.428 -0.474
H9 -0.228 5.027 1.184
H10 -2.804 4.948 1.466
H11 0.586 -1.512 -0.457
C6 2.046 -0.870 0.989
H12 -3.818 5.837 0.344
H13 -0.044 -0.376 0.759
O2 3.660 0.749 3.778
N2 -3.193 3.084 -1.032
O3 1.349 0.439 -1.810
H14 -0.550 -6.385 -2.193
H15 4.239 -1.883 0.917
S2 1.895 1.345 -0.865
H16 -1.299 -6.728 0.168
F1 0.796 2.186 -0.198
C7 -0.164 -4.982 0.123
O4 2.878 2.245 -1.356
O5 2.275 -0.862 2.417
C8 2.661 0.454 0.511
C9 -0.382 5.325 0.145
C10 -1.343 -5.739 -0.289
O6 1.264 1.011 3.610
H17 3.671 0.256 0.166
H18 0.331 -2.060 1.174
C11 -3.077 4.033 -0.395
H19 -1.819 6.376 -1.061
S3 3.086 -2.250 0.331

Properties
**HOMO-LUMO gap**: 10.424 eV
**Net charge**: 0
**Calculated total energy**: -62201.37705 eV
**SMILES**: C[C@]1(S)OS(=O)(=O)O[C@@H]1S(=O)(=O)F.CCCC#N.CCCC#N
**2S+1**: 1

Taken from the Mulliken analysis, the atomic charges in e are: H 0.31; H 0.31; O -0.36; S 1.14; H 0.27; N -0.43; C -0.45; C -0.41; C -0.40; H 0.32; H 0.31; C -1.07; H 0.36; H 0.27; C -2.05; H 0.20; H 0.31; H 0.27; H 0.54; C 1.15; H 0.29; H 0.29; O -0.56; N -0.44; O -0.56; H 0.30; H 0.16; S 1.21; H 0.29; F -0.12; C 0.28; O -0.62; O -0.31; C -0.16; C -1.00; C -0.46; O -0.54; H 0.37; H 0.55; C 0.26; H 0.30; S -0.16

***

Below is a 2-piece molecular cluster, C5H13N2O overall in a non-equilibrium geometry, with properties calculated with wB97M-V/def2-TZVPD.

Cartesian coordinates (Å):
H1 -0.744 3.087 -0.960
H2 -0.450 -0.532 -0.720
N1 -1.723 2.351 1.354
H3 1.492 0.174 1.138
H4 0.363 1.767 -0.590
H5 1.468 -1.444 1.848
C1 1.833 -0.850 1.007
H6 2.922 -0.844 1.071
H7 -0.930 1.522 -1.753
H8 3.191 -2.349 -0.801
H9 0.028 -1.883 -1.855
N2 2.219 -2.637 -0.652
H10 2.216 -3.324 0.109
C2 -0.674 2.008 -0.815
C3 -1.645 1.610 0.282
C4 1.364 -1.452 -0.276
H11 -1.379 3.303 1.355
H12 -2.384 2.082 2.077
H13 1.864 -3.075 -1.504
O1 -2.337 0.574 0.119
C5 0.281 -1.263 -1.005

Properties
**Expectation value of S²**: 0.755
**HOMO-LUMO gap (spin up / spin down)**: 11.071 / 6.220 eV
**Net charge**: +2
**Calculated total energy**: -10404.49767 eV
**ΔE to the lowest compared entry with this formula, charge and spin**: 84.3 kJ/mol
**2S+1**: 2

Taken from the Mulliken analysis, the atomic charges in e are: H 0.41; H -0.15; N -0.30; H 0.29; H 0.36; H 0.36; C -1.23; H 0.41; H 0.43; H 0.38; H 0.20; N -0.29; H 0.38; C -1.22; C 0.98; C 0.92; H 0.27; H 0.29; H 0.35; O -0.16; C -0.67

***

Below is C5H4CuO2 as an isolated structure in a non-equilibrium geometry, with properties calculated with wB97M-V/def2-TZVPD.

Cartesian coordinates (Å):
C1 1.525 -0.660 -0.745
H1 2.722 0.581 -4.652
O1 1.253 -1.617 -0.146
C2 1.736 -2.495 -4.482
H2 1.717 1.394 -0.585
H3 3.932 -0.004 -3.353
O2 2.128 -3.015 -3.400
C3 2.077 0.709 -2.646
Cu1 2.904 -3.949 -4.954
C4 1.802 0.543 -1.268
H4 0.959 -1.702 -4.380
C5 2.937 0.395 -3.595

Properties
**Expectation value of S²**: 2.025
**HOMO-LUMO gap (spin up / spin down)**: 4.185 / 5.564 eV
**Net charge**: +1
**Calculated total energy**: -53969.83268 eV
**ΔE to the lowest compared entry with this formula, charge and spin**: 29.5 kJ/mol
**2S+1**: 3

Taken from the Mulliken analysis, the atomic charges in e are: C 0.54; H 0.36; O -0.30; C 0.12; H 0.33; H 0.31; O -0.11; C 0.08; Cu 0.54; C -0.45; H 0.41; C -0.84

***

| no. | molecular weight (g mol⁻¹) |
| --- | --- |
| 1 | 158.24 |
| 2 | 390.48 |
| 3 | 117.17 |
| 4 | 159.63 |